Entry 1:
A single C3H4O2 molecule at a distorted geometry. Source: the Open Molecules 2025 dataset; level of theory: wB97M-V/def2-TZVPD.

Calculated values
Highest occupied orbital energy: -0.3678 Eh
Orbital gap: 0.345 hartree
SMILES: CC(=O)C=O
Relative energy (zero: lowest compared OMol25 entry of this formula, charge and spin): 98.0 kJ/mol

Cartesian coordinates (Å):
C: -0.3643 -1.0303 -0.3367
C: 0.6531 0.0280 0.0186
O: 1.8299 -0.0405 -0.1517
C: 0.0756 1.3227 0.5062
O: -1.0720 1.3943 0.9467
H: -0.7475 -1.6115 0.5543
H: 0.0992 -1.7426 -1.0464
H: -1.2901 -0.5395 -0.7490
H: 0.8161 2.2194 0.2579

***

Entry 2:
A 8-piece molecular cluster, C27H47Cl15F3IN3O5S overall at a distorted geometry. Source: the Open Molecules 2025 dataset; level of theory: wB97M-V/def2-TZVPD.

Calculated values
Highest occupied orbital energy: -0.4128 Eh
Orbital gap: 0.226 hartree
Net charge: +1

Cartesian coordinates (Å):
C: 2.3607 -3.7648 -1.2379
C: 2.8016 -2.4534 -0.2848
N: 1.8166 -1.4356 -0.4432
C: 1.2355 -0.5185 0.5088
C: 1.1870 -1.3658 1.9469
C: 0.2059 -2.5786 2.2033
C: 0.5806 -4.0641 1.6269
O: -0.1291 -4.8057 0.7760
O: 1.8316 -4.7009 2.1570
C: -0.3439 -0.4153 -0.0758
Cl: -0.9294 -2.0703 -0.8073
C: -0.5642 0.5214 -1.3764
C: -1.9986 0.6039 -2.0924
C: -2.0232 -0.2861 -3.5132
I: -3.8257 0.1593 -1.0445
O: -1.1298 0.0226 1.0688
C: -0.7242 1.2925 1.6199
S: -1.1817 1.2069 3.4848
C: -1.8910 2.3888 1.1059
C: -1.7855 3.8441 1.8445
F: -3.0157 4.0628 2.6786
C: 0.7876 1.8214 1.3646
F: 1.1562 2.4329 2.6535
N: 1.8518 0.8976 0.7204
C: 3.0251 0.8547 1.7241
C: 4.3710 0.0681 1.2527
F: 4.7187 -1.1387 2.0954
N: 2.2936 1.5481 -0.3310
C: 2.6557 1.1838 -1.6691
C: 1.9824 2.1122 -2.9012
O: 3.5398 0.3094 -2.1976
C: 2.9731 2.8686 -0.2931
C: 4.6439 3.0388 -0.2747
O: 2.3981 4.1009 -0.4062
H: 3.0174 -3.7675 -2.2349
H: 1.2477 -3.7103 -1.5918
H: 2.6296 -4.7884 -0.6951
H: 3.0999 -2.9281 0.7288
H: 3.8317 -2.1209 -0.7949
H: 1.6339 -1.3117 -1.4608
H: 2.2685 -1.7214 2.3095
H: 0.9080 -0.5760 2.8033
H: -0.9555 -2.4174 1.9685
H: 0.1875 -2.7430 3.3925
H: 1.6291 -5.0257 3.0996
H: -0.1851 1.6431 -1.2160
H: 0.1730 0.0992 -2.2196
H: -2.1210 1.7239 -2.4973
H: -2.8720 0.2186 -4.1822
H: -2.3740 -1.3944 -3.3058
H: -0.9963 -0.2098 -4.0700
H: -0.9491 2.4440 4.0990
H: -1.8545 2.5817 -0.0452
H: -2.9562 1.9257 1.3588
H: -0.8724 3.9859 2.5601
H: -1.7587 4.7362 1.0564
H: 0.5196 2.7503 0.6574
H: 3.4588 1.9301 2.0144
H: 2.7707 0.4907 2.8029
H: 4.4259 -0.2605 0.1388
H: 5.3424 0.7549 1.3962
H: 1.5449 1.3273 -3.6773
H: 2.8770 2.6412 -3.4412
H: 1.1518 2.8356 -2.5052
H: 5.0445 3.0193 0.8268
H: 4.9900 3.9952 -0.8881
H: 5.1521 2.1072 -0.8197
C: -2.5053 0.0241 -7.7079
Cl: -4.0446 0.2287 -6.8630
Cl: -1.1481 0.5060 -6.6827
H: -2.3876 -1.0267 -7.9833
H: -2.5086 0.6434 -8.6081
C: -4.6619 -0.1845 2.9184
Cl: -5.5486 0.9891 1.9378
Cl: -5.4978 -0.4994 4.4440
H: -4.5743 -1.1201 2.3609
H: -3.6664 0.2115 3.1334
C: -2.0309 2.2264 7.0600
Cl: -1.6022 0.5957 6.5288
Cl: -3.0810 2.1769 8.4812
H: -1.1172 2.7704 7.3114
H: -2.5540 2.7387 6.2488
C: -1.0249 -1.1701 -11.1294
Cl: 0.0274 -0.5310 -9.8608
Cl: -2.6994 -1.2770 -10.5730
H: -0.9798 -0.5069 -11.9967
H: -0.6786 -2.1679 -11.4095
C: -3.5621 -4.5862 0.5039
Cl: -3.2513 -3.0760 1.3687
Cl: -4.1975 -4.2725 -1.1157
H: -2.6274 -5.1454 0.4173
H: -4.2928 -5.1736 1.0651
C: 2.7474 -6.9237 5.5797
Cl: 1.2871 -6.0954 5.0256
Cl: 3.9631 -5.7665 6.1349
H: 2.4868 -7.5899 6.4056
H: 3.1616 -7.5057 4.7528
C: -2.5798 7.5177 1.0510
Cl: -2.6566 7.7134 -0.7042
Cl: -0.9299 7.1677 1.5805
H: -2.9179 8.4413 1.5271
H: -3.2309 6.6911 1.3456

***

Entry 3:
C3H10N as an isolated structure at a distorted geometry. Source: the Open Molecules 2025 dataset; level of theory: wB97M-V/def2-TZVPD.

Calculated values
Highest occupied orbital energy: -0.6087 Eh
Orbital gap: 0.477 hartree
Net charge: +1
Relative energy (zero: lowest compared OMol25 entry of this formula, charge and spin): 203.6 kJ/mol

Cartesian coordinates (Å):
C: -1.5193 -0.4998 -0.0886
C: 1.5636 -0.5720 0.0794
C: -0.6904 0.6907 0.3597
N: 0.6875 0.6534 -0.2296
H: -1.7604 -0.6385 -1.2821
H: -1.1120 -1.4584 0.1886
H: -2.5593 -0.2651 0.2388
H: 0.9728 -1.3914 -0.1735
H: 2.5016 -0.6008 -0.3250
H: 1.8361 -0.5447 1.1872
H: -0.4597 0.7854 1.3870
H: -1.1219 1.9327 0.0354
H: 1.1220 1.5453 -0.1040
H: 0.5394 0.3633 -1.2734

***

Entry 4:
C44H51IrN5OP2Se as an isolated structure. Source: the Open Molecules 2025 dataset; level of theory: wB97M-V/def2-TZVPD.

Calculated values
Highest occupied orbital energy (alpha / beta): -0.6571 / -0.6727 Eh
Orbital gap (alpha / beta): 0.291 / 0.170 hartree
Expectation value of S²: 8.79
Net charge: +4
Spin multiplicity: 6
Relative energy (zero: lowest compared OMol25 entry of this formula, charge and spin): 0.0 kJ/mol

Cartesian coordinates (Å):
Ir: -1.3265 0.5671 -0.1324
N: 0.1962 -0.6559 -2.7954
P: 0.1624 0.8586 -1.9223
C: -0.3094 2.0079 -3.1882
C: -1.5781 2.5899 -3.1570
C: -1.9739 3.4315 -4.1849
C: -1.1054 3.6863 -5.2380
C: 0.1625 3.1125 -5.2692
C: 0.5696 2.2768 -4.2445
C: 1.8579 1.1920 -1.4501
C: 2.7839 0.1742 -1.2190
C: 4.0908 0.4963 -0.8866
C: 4.4682 1.8277 -0.7562
C: 3.5406 2.8432 -0.9568
C: 2.2358 2.5311 -1.3076
P: -0.0812 -2.1597 -2.1620
C: 0.0073 -3.4124 -3.3910
C: -1.0179 -3.4900 -4.3497
C: -0.9561 -4.4838 -5.3057
C: 0.0982 -5.3968 -5.2948
C: 1.1044 -5.3195 -4.3415
C: 1.0664 -4.3271 -3.3761
C: -1.6757 -2.0286 -1.3459
C: -2.5539 -0.9411 -1.6063
C: -3.7864 -0.8918 -0.9523
C: -4.1515 -1.9082 -0.0619
C: -3.3088 -2.9843 0.1487
C: -2.0601 -3.0405 -0.4763
H: 0.7643 -0.6476 -3.6431
H: -2.2534 2.3920 -2.3293
H: -2.9541 3.8882 -4.1681
H: -1.4141 4.3430 -6.0406
H: 0.8335 3.3256 -6.0903
H: 1.5693 1.8562 -4.2619
H: 2.5107 -0.8690 -1.3260
H: 4.8214 -0.2903 -0.7505
H: 5.4929 2.0758 -0.5115
H: 3.8424 3.8787 -0.8729
H: 1.5288 3.3284 -1.5062
H: -1.8396 -2.7835 -4.3548
H: -1.7254 -4.5521 -6.0626
H: 0.1284 -6.1802 -6.0407
H: 1.9168 -6.0329 -4.3490
H: 1.8464 -4.2658 -2.6275
H: -2.3778 -0.3017 -2.4648
H: -4.4879 -0.1044 -1.1980
H: -5.1183 -1.8740 0.4227
H: -3.6167 -3.7943 0.7968
H: -1.4037 -3.8825 -0.2869
C: 1.2370 -2.5536 6.0092
C: -0.1782 -3.1253 6.1395
C: -1.0307 -2.9996 4.8740
C: -1.7680 -1.6822 4.6786
N: -0.8450 -0.5309 4.5128
C: -0.2458 -0.1632 3.3736
Se: -0.4533 -1.0282 1.7559
N: 0.6145 0.8978 3.6549
C: 1.5972 1.4541 2.6985
C: 2.8518 0.5863 2.6272
C: 3.6835 0.5722 3.9094
C: 4.4644 1.8638 4.1299
C: 0.5307 1.1963 4.9601
C: 1.1785 2.1929 5.7386
C: 0.8278 2.2498 7.0482
C: -0.1408 1.3418 7.6139
C: -0.7769 0.3571 6.8653
C: -0.4204 0.2887 5.5392
H: 1.9033 -2.9986 6.7461
H: 1.2879 -1.4722 6.1678
H: 1.6574 -2.7714 5.0237
H: -0.7036 -2.6844 6.9923
H: -0.0968 -4.1856 6.3766
H: -1.8084 -3.7665 4.8654
H: -0.4026 -3.1843 3.9964
H: -2.4111 -1.4342 5.5217
H: -2.3863 -1.7175 3.7825
H: 1.8233 2.4634 3.0389
H: 1.0982 1.5237 1.7319
H: 3.4489 0.9884 1.8069
H: 2.5611 -0.4268 2.3370
H: 4.3812 -0.2643 3.8553
H: 3.0489 0.3512 4.7765
H: 5.1909 2.0142 3.3307
H: 5.0140 1.8384 5.0694
H: 3.8250 2.7514 4.1499
H: 1.9135 2.8605 5.3138
H: 1.2752 2.9881 7.7004
H: -0.3678 1.4312 8.6691
H: -1.4875 -0.3188 7.3192
N: -2.1845 2.1486 0.8836
C: -2.7532 3.1625 1.0287
N: -3.3804 4.2641 1.1864
C: -4.8557 4.3214 1.4108
C: -5.0983 4.8881 2.7992
O: -4.4563 6.1344 2.9507
C: -3.0589 6.0567 2.8010
C: -2.6891 5.5646 1.4118
H: -5.2781 3.3264 1.2863
H: -5.2617 4.9874 0.6494
H: -4.7502 4.1818 3.5652
H: -6.1634 5.0608 2.9417
H: -2.6272 5.3944 3.5652
H: -2.6669 7.0617 2.9477
H: -1.6163 5.4318 1.2854
H: -3.0591 6.2541 0.6529

***

| no. | E_tot (eV) |
| --- | --- |
| 1 | -7269.6700 |
| 2 | -258370.8525 |
| 3 | -4754.7551 |
| 4 | -142677.8372 |